Run P
Density functional theory data (wB97M-V/def2-TZVPD) for a structure of composition C9H7NO2.

Geometry (Å):
C 1.279 -1.354 2.025
C 1.685 -0.020 2.015
C 0.256 -1.779 0.977
C 1.445 0.815 0.954
C -0.054 -0.881 0.098
C -0.694 -0.593 -1.266
C 0.560 0.397 0.009
C -3.085 -0.547 -0.464
C -0.095 1.656 -2.219
N 0.034 0.530 -1.293
O -2.707 0.391 0.124
O -3.577 -1.481 -0.979
H 1.500 -1.985 2.804
H 2.357 0.331 2.733
H -0.285 -2.785 0.970
H 1.807 1.809 1.027
H 0.830 1.705 -2.897
H -0.388 2.489 -1.720
H -0.868 1.303 -2.897

Summary:
E_HOMO: -8.50 eV
Kohn-Sham gap: 8.37 eV
lowest unoccupied orbital energy: -0.133 eV
charge: 0



Run Q
Density functional theory data (wB97M-V/def2-TZVPD) for a structure of composition C9H7NO2.

Geometry (Å):
C -2.039 2.580 -0.188
C -1.143 1.378 0.155
C -0.511 -0.856 -0.198
C -0.860 -2.189 -0.575
C 0.175 -3.027 -0.574
C 1.330 -2.695 0.153
C 1.816 -1.426 0.640
C 0.855 -0.517 0.275
C 0.370 1.779 0.135
H -1.366 3.342 -0.685
H -3.000 2.411 -1.180
H -2.572 3.026 0.774
H -1.693 -2.600 -1.037
H 0.163 -4.267 -0.638
H 2.168 -3.357 0.332
H 2.911 -1.165 0.983
N -1.398 0.144 -0.201
O 1.162 0.875 0.230
O 0.489 3.055 0.260

Summary:
E_HOMO: -8.89 eV
Kohn-Sham gap: 8.20 eV
lowest unoccupied orbital energy: -0.686 eV
charge: 0



Each structure's energy above the most stable one, in kJ/mol: run P 0.0; run Q 60.0.